No. 1
{
  "formula": "C6H13N",
  "method": "ωB97M-V/def2-TZVPD",
  "symbols": ["C", "C", "C", "C", "C", "C", "N", "H", "H", "H", "H", "H", "H", "H", "H", "H", "H", "H", "H", "H"],
  "coordinates": [[2.414, 0.270, 1.396], [1.436, 1.277, 0.847], [-0.049, 1.379, 1.192], [-1.070, 0.950, 0.026], [-1.095, -0.533, -0.334], [-0.831, -0.963, -1.529], [-1.210, -2.325, -1.802], [3.476, 0.290, 0.781], [2.708, 0.292, 2.438], [1.991, -0.739, 1.265], [1.862, 2.332, 1.006], [1.374, 0.982, -0.176], [-0.417, 2.273, 1.595], [-0.258, 0.547, 1.995], [-2.002, 1.336, 0.500], [-0.928, 1.635, -0.908], [-1.672, -1.102, 0.389], [-0.870, -0.299, -2.378], [-1.133, -2.931, -0.988], [-0.494, -2.621, -2.490]],
  "atomic_forces_ev_per_a": [[2.052, -1.354, -0.865], [0.434, 2.511, 0.076], [-0.799, -4.860, 0.611], [0.734, 1.899, 0.050], [-0.781, 3.510, 2.093], [-2.212, -2.106, -0.308], [1.931, 0.312, -1.761], [-2.779, 0.057, 1.374], [-0.161, 0.555, 0.356], [0.241, 0.133, -0.162], [-0.329, -1.406, -0.787], [0.520, 0.561, -1.217], [0.016, 1.487, 0.579], [0.175, 1.529, -1.000], [0.047, -0.801, -0.691], [0.024, -1.246, 1.425], [0.737, -0.619, 0.135], [1.012, 0.050, -0.262], [0.068, 0.320, -0.111], [-0.930, -0.530, 0.465]],
  "smiles": "CCCC/C=C/N",
  "homo_lumo_gap_ev": 9.61,
  "charge": 0,
  "molar_mass_g_mol": 99.2
}

No. 2
{
  "formula": "C6H13N",
  "method": "ωB97M-V/def2-TZVPD",
  "symbols": ["C", "C", "C", "C", "N", "C", "C", "H", "H", "H", "H", "H", "H", "H", "H", "H", "H", "H", "H", "H"],
  "coordinates": [[0.500, -2.382, 0.104], [0.492, -0.883, 0.531], [-0.319, 0.288, -0.206], [-1.364, 0.270, -1.076], [-2.654, -0.287, -0.927], [0.179, 1.774, 0.037], [1.493, 1.779, 0.795], [-0.378, -2.762, -0.480], [0.567, -3.095, 0.960], [1.447, -2.575, -0.495], [1.501, -0.525, 0.455], [0.362, -0.827, 1.633], [-1.170, 0.770, -1.972], [-2.731, -1.130, -0.384], [-3.031, -0.412, -1.896], [-0.629, 2.354, 0.593], [0.479, 2.139, -0.897], [2.095, 0.884, 0.583], [1.857, 2.890, 0.725], [1.305, 1.731, 1.916]],
  "atomic_forces_ev_per_a": [[0.303, -0.549, -0.795], [-1.746, 0.743, 1.104], [0.704, -0.552, 0.509], [0.041, -1.358, 2.387], [0.702, -0.322, -2.745], [0.093, -2.611, 1.159], [-0.460, 2.507, 2.674], [0.714, 0.682, 0.288], [-0.028, 0.837, -0.315], [-1.321, 0.143, 0.436], [0.302, -0.358, -0.366], [-0.319, -0.108, -0.416], [-0.758, 1.971, -1.071], [0.066, -0.286, 0.269], [-0.028, -0.218, 1.385], [1.105, -0.588, -1.056], [-0.510, 1.184, -1.686], [0.609, 1.544, -0.358], [0.429, -2.382, -0.282], [0.101, -0.278, -1.121]],
  "smiles": "CCC(=CN)CC",
  "homo_lumo_gap_ev": 7.98,
  "charge": 0,
  "molar_mass_g_mol": 99.2
}

No. 3
{
  "formula": "C6H13N",
  "method": "ωB97M-V/def2-TZVPD",
  "symbols": ["C", "C", "C", "C", "C", "C", "N", "H", "H", "H", "H", "H", "H", "H", "H", "H", "H", "H", "H", "H"],
  "coordinates": [[-2.971, 0.895, -0.708], [-1.784, 0.247, -0.022], [-0.454, 0.533, -0.752], [0.716, 0.063, 0.053], [1.333, 1.015, 1.037], [1.223, -1.139, -0.211], [2.152, -1.823, 0.602], [-2.802, 1.948, -0.925], [-3.128, 0.383, -1.659], [-3.902, 0.722, -0.167], [-1.860, -0.840, 0.013], [-1.669, 0.521, 1.032], [-0.486, -0.075, -1.666], [-0.384, 1.583, -1.056], [1.960, 1.781, 0.578], [1.918, 0.471, 1.786], [0.580, 1.473, 1.681], [1.025, -1.646, -1.147], [2.838, -1.176, 0.970], [2.644, -2.630, 0.250]],
  "atomic_forces_ev_per_a": [[-0.152, -0.815, -0.227], [0.784, 0.151, 0.279], [-0.343, -0.470, -0.431], [0.399, 0.513, -0.581], [-0.428, -0.802, 1.221], [0.763, -0.688, -0.061], [0.585, 0.732, 0.346], [-0.137, 0.103, 0.203], [0.078, 0.167, -0.200], [0.031, 0.362, 0.190], [-0.304, -0.065, -0.101], [-0.220, 0.348, -0.053], [0.024, 0.306, -0.107], [0.038, -0.001, 0.163], [-0.142, -0.020, -0.098], [0.310, 0.056, -0.222], [-0.161, 0.417, -0.310], [-0.758, -0.190, 0.186], [-0.013, -0.210, 0.291], [-0.356, 0.107, -0.487]],
  "smiles": "CCC/C(C)=C/N",
  "homo_lumo_gap_ev": 8.87,
  "charge": 0,
  "molar_mass_g_mol": 99.2
}

No. 4
{
  "formula": "C6H13N",
  "method": "ωB97M-V/def2-TZVPD",
  "symbols": ["C", "C", "N", "C", "C", "C", "C", "H", "H", "H", "H", "H", "H", "H", "H", "H", "H", "H", "H", "H"],
  "coordinates": [[2.210, -1.138, -1.105], [1.545, -0.492, 0.096], [0.324, 0.262, -0.249], [-0.838, -0.639, -0.445], [-2.063, 0.239, -0.132], [-1.540, 1.280, 0.883], [-0.028, 1.276, 0.727], [3.101, -0.626, -1.467], [1.494, -1.227, -1.923], [2.550, -2.165, -0.941], [1.293, -1.282, 0.822], [2.141, 0.247, 0.631], [-0.818, -1.451, 0.293], [-0.824, -1.052, -1.448], [-2.661, 0.592, -0.969], [-2.809, -0.349, 0.419], [-1.809, 0.950, 1.885], [-2.050, 2.234, 0.747], [0.423, 2.225, 0.427], [0.359, 1.117, 1.749]],
  "atomic_forces_ev_per_a": [[0.311, -0.446, -0.526], [-0.716, 0.487, 0.312], [-0.148, -1.202, -0.206], [0.004, 1.061, 0.361], [-0.666, -0.842, 0.841], [-0.749, 0.041, -0.696], [0.348, 0.665, 0.793], [-0.201, 0.350, -0.043], [0.064, 0.237, -0.037], [-0.117, 0.076, 0.414], [-0.031, 0.114, 0.111], [0.599, -0.291, -0.196], [0.127, -0.202, -0.064], [-0.092, -0.125, -0.087], [0.665, 0.482, -0.323], [0.158, -0.230, -0.201], [0.062, -0.028, 0.040], [0.326, 0.163, -0.091], [-0.290, 0.132, -0.123], [0.346, -0.441, -0.279]],
  "smiles": "CCN1CCCC1",
  "homo_lumo_gap_ev": 9.52,
  "charge": 0,
  "molar_mass_g_mol": 99.2
}

No. 5
{
  "formula": "C6H13N",
  "method": "ωB97M-V/def2-TZVPD",
  "symbols": ["C", "C", "C", "C", "C", "C", "N", "H", "H", "H", "H", "H", "H", "H", "H", "H", "H", "H", "H", "H"],
  "coordinates": [[-0.148, 1.323, 2.038], [0.079, 1.465, 0.740], [1.097, 2.435, 0.239], [-0.612, 0.562, -0.284], [0.018, -0.852, -0.209], [-0.884, -1.869, -0.893], [-0.260, -3.155, -1.281], [-1.020, 0.759, 2.360], [0.470, 1.712, 2.836], [2.140, 2.104, 0.324], [1.122, 3.438, 0.664], [1.010, 2.543, -0.838], [-1.684, 0.611, -0.096], [-0.324, 0.931, -1.265], [0.374, -1.212, 0.754], [0.954, -0.710, -0.775], [-1.678, -2.074, -0.168], [-1.330, -1.511, -1.822], [0.141, -3.605, -0.465], [0.535, -2.895, -1.863]],
  "atomic_forces_ev_per_a": [[-0.677, -0.328, 0.233], [0.168, 0.129, 0.314], [1.307, 0.089, -0.864], [1.015, 0.400, 1.313], [0.368, 0.486, -1.390], [0.147, -0.912, 0.296], [0.235, 0.668, 0.148], [0.280, -0.345, 0.064], [-0.081, 0.519, -0.183], [-0.092, -0.375, 0.321], [-0.521, -0.148, 0.247], [-0.273, 0.261, -0.230], [-0.115, -0.317, -0.280], [-0.722, 0.103, -0.211], [-0.554, 0.245, 0.373], [-0.081, -0.428, -0.050], [-0.234, -0.107, -0.351], [-0.088, 0.454, 0.201], [-0.010, -0.045, 0.062], [-0.070, -0.349, -0.013]],
  "smiles": "C=C(C)CCCN",
  "homo_lumo_gap_ev": 10.00,
  "charge": 0,
  "molar_mass_g_mol": 99.2
}

No. 6
{
  "formula": "C6H13N",
  "method": "ωB97M-V/def2-TZVPD",
  "symbols": ["C", "C", "C", "C", "N", "C", "C", "H", "H", "H", "H", "H", "H", "H", "H", "H", "H", "H", "H", "H"],
  "coordinates": [[0.496, -0.016, 0.136], [0.654, 1.194, -0.755], [0.949, 0.193, 1.560], [1.727, -1.449, -0.623], [-0.500, -0.908, -0.041], [-1.956, 0.136, 0.446], [-2.948, 0.404, -0.388], [-0.708, -1.152, -1.003], [-2.042, 0.253, 1.520], [1.698, 1.507, -0.775], [2.017, 0.413, 1.577], [0.318, 0.983, -1.769], [0.071, 2.023, -0.353], [0.762, -0.696, 2.157], [0.418, 1.036, 2.001], [1.389, -1.833, -1.580], [1.810, -2.205, 0.148], [2.627, -0.855, -0.747], [-2.844, 0.272, -1.462], [-3.938, 0.698, -0.048]],
  "atomic_forces_ev_per_a": [[5.412, -2.380, -2.091], [0.030, -0.161, 0.220], [-0.088, -0.091, -0.253], [-0.437, 2.992, 1.279], [-6.872, 1.987, 1.996], [1.345, -2.738, -1.088], [0.356, -0.272, -0.179], [-0.004, 0.448, -0.066], [0.285, -0.132, -0.063], [0.003, 0.029, -0.060], [-0.040, 0.090, 0.052], [0.011, 0.012, -0.040], [-0.164, 0.118, -0.015], [-0.017, -0.041, -0.001], [-0.033, 0.117, 0.112], [-0.342, 0.109, 0.022], [-0.048, 0.018, 0.019], [0.380, -0.328, -0.050], [-0.018, -0.175, 0.094], [0.243, 0.397, 0.112]],
  "homo_lumo_gap_ev": 8.94,
  "charge": 0,
  "molar_mass_g_mol": 99.2
}

No. 7
{
  "formula": "C6H13N2",
  "method": "ωB97M-V/def2-TZVPD",
  "symbols": ["C", "C", "C", "C", "N", "C", "N", "C", "H", "H", "H", "H", "H", "H", "H", "H", "H", "H", "H", "H", "H"],
  "coordinates": [[0.205, 2.726, 1.535], [-0.861, 2.052, 0.614], [-0.646, 0.962, -0.050], [-1.115, 0.129, -1.129], [-0.775, 0.435, -2.447], [0.218, -0.205, -0.401], [0.360, -1.399, 0.524], [0.656, -2.717, -0.045], [-0.126, 3.067, 2.461], [0.399, 3.600, 0.856], [1.087, 2.115, 1.588], [-1.810, 2.560, 0.315], [-2.165, -0.277, -1.159], [-0.055, 1.182, -2.493], [-1.514, 0.814, -3.167], [1.092, 0.047, -1.051], [1.182, -1.348, 1.205], [-0.530, -1.458, 0.895], [0.145, -2.910, -1.008], [1.699, -2.825, -0.282], [0.598, -3.423, 0.744]],
  "atomic_forces_ev_per_a": [[-1.197, 0.002, -3.821], [0.166, 1.673, 1.460], [0.405, -1.498, -0.316], [-1.450, -0.366, -0.192], [-0.252, 2.665, -4.469], [0.231, 0.191, 0.039], [3.575, 0.936, -0.977], [0.651, -0.621, -2.191], [-0.659, 0.458, 1.515], [0.398, -0.344, 1.045], [0.336, -0.216, 0.157], [0.957, -0.030, 0.649], [1.412, -0.542, 0.896], [-0.511, -0.760, 0.071], [1.324, -1.252, 2.428], [-0.589, -0.913, 0.808], [-2.000, 0.958, -0.368], [-2.093, -0.090, 2.080], [-0.292, -0.037, 1.014], [0.656, 0.696, -0.325], [-1.069, -0.910, 0.495]],
  "smiles": "C/C=C1/[C@@H](N)[C@@H]1[NH2+]C",
  "homo_lumo_gap_ev": 9.38,
  "charge": 1,
  "molar_mass_g_mol": 113.2
}

No. 8
{
  "formula": "C6H13N2",
  "method": "ωB97M-V/def2-TZVPD",
  "symbols": ["C", "C", "C", "C", "C", "C", "N", "N", "H", "H", "H", "H", "H", "H", "H", "H", "H", "H", "H", "H", "H"],
  "coordinates": [[0.599, 1.534, -0.495], [-0.254, 0.558, -0.275], [1.963, 1.191, 0.034], [1.690, -0.069, 0.873], [0.508, -1.721, -0.546], [-2.169, 0.437, -0.557], [0.365, -0.585, 0.387], [-2.653, -0.140, 0.617], [0.387, 2.460, -0.990], [2.660, 1.008, -0.784], [2.365, 2.004, 0.638], [2.455, -0.831, 0.749], [1.602, 0.188, 1.927], [1.144, -1.418, -1.374], [0.954, -2.573, -0.037], [-0.469, -2.013, -0.929], [-2.233, -0.182, -1.443], [-2.391, 1.481, -0.736], [-3.052, 0.512, 1.278], [-0.240, -0.881, 1.161], [-3.230, -0.960, 0.502]],
  "atomic_forces_ev_per_a": [[0.349, -0.435, 0.311], [-4.119, 0.545, -1.222], [0.014, 0.062, -0.029], [0.632, 0.427, 0.169], [0.001, -0.647, -0.338], [4.208, 0.079, 0.601], [-0.067, -0.110, 0.201], [-0.377, -0.237, 0.345], [-0.182, 0.199, -0.159], [0.065, 0.000, 0.039], [0.094, -0.118, 0.042], [-0.129, -0.110, 0.075], [-0.119, -0.096, -0.021], [-0.005, 0.090, 0.006], [-0.005, 0.096, 0.085], [0.008, 0.122, 0.051], [-0.196, 0.036, -0.016], [-0.116, 0.013, -0.046], [-0.018, -0.127, -0.043], [0.009, 0.092, -0.032], [-0.046, 0.117, -0.018]],
  "homo_lumo_gap_ev": 10.62,
  "charge": 1,
  "molar_mass_g_mol": 113.2
}

No. 9
{
  "formula": "C6H13N2O",
  "method": "ωB97M-V/def2-TZVPD",
  "symbols": ["C", "C", "C", "C", "C", "C", "N", "N", "O", "H", "H", "H", "H", "H", "H", "H", "H", "H", "H", "H", "H", "H"],
  "coordinates": [[1.462, -1.422, 0.331], [0.244, -0.793, -0.215], [1.438, -2.901, -0.256], [0.459, -2.757, -1.455], [-0.392, 3.473, 0.055], [-1.558, 1.813, 1.388], [-0.537, 2.076, 0.699], [-0.308, -1.547, -1.097], [-2.648, 2.475, 1.888], [1.473, -1.283, 1.434], [-0.097, 0.194, 0.088], [2.519, -3.165, -0.649], [1.220, -3.714, 0.518], [0.997, -2.415, -2.423], [-0.099, -3.545, -1.772], [-0.651, 4.292, 0.771], [0.603, 3.557, -0.324], [-1.074, 3.708, -0.801], [-1.532, 0.801, 1.818], [2.267, -0.959, -0.045], [-1.116, -1.361, -1.674], [-2.670, 3.472, 1.723]],
  "atomic_forces_ev_per_a": [[-2.922, -2.773, 1.609], [-0.109, -0.742, -0.354], [2.062, -0.662, 0.063], [3.335, 3.024, -0.436], [-1.652, -0.339, 0.876], [-0.288, -0.617, 1.494], [-0.457, 2.538, -1.726], [-0.068, -0.310, 0.023], [0.960, 1.480, -1.008], [0.108, -0.379, -0.624], [-0.315, 0.311, -0.174], [-2.239, 0.520, 0.760], [-0.207, 1.292, -1.190], [-0.392, -0.692, 1.542], [-1.979, -2.290, -0.219], [0.681, -0.669, -0.253], [0.642, 0.163, 0.101], [0.292, -0.929, 0.552], [-0.598, 0.247, -0.030], [3.122, 2.100, -1.298], [-0.290, 0.643, 0.268], [0.314, -1.915, 0.025]],
  "homo_lumo_gap_ev": 9.57,
  "charge": 1,
  "molar_mass_g_mol": 129.2
}

No. 10
{
  "formula": "C6H13N2O2",
  "method": "ωB97M-V/def2-TZVPD",
  "symbols": ["C", "C", "C", "C", "C", "C", "N", "N", "O", "O", "H", "H", "H", "H", "H", "H", "H", "H", "H", "H", "H", "H", "H"],
  "coordinates": [[-0.086, 1.386, -0.053], [0.309, 1.352, 1.047], [-0.564, -1.850, -0.274], [0.810, 1.156, 2.389], [-0.284, -3.893, 1.234], [-1.741, 2.513, -1.164], [-0.317, -2.818, 0.397], [-0.667, 1.528, -1.307], [-0.639, -0.948, -1.017], [2.218, 1.312, -2.825], [1.922, 1.212, 2.257], [0.744, 0.157, 2.709], [0.493, 2.020, 2.990], [-1.211, -4.058, 1.851], [-0.134, -4.845, 0.750], [0.645, -3.819, 1.955], [-2.772, 2.115, -1.482], [-1.929, 2.725, -0.045], [-1.602, 3.374, -1.801], [2.574, 0.699, -2.185], [-0.038, 1.804, -2.066], [-0.986, 0.585, -1.590], [2.816, 1.498, -3.520]],
  "atomic_forces_ev_per_a": [[0.148, 0.212, -2.388], [0.528, -0.760, 2.151], [1.376, -4.583, 2.637], [2.223, 1.943, -1.141], [1.111, -2.043, 3.886], [-4.277, 0.464, 1.086], [-1.100, 4.636, -3.330], [-0.041, -0.076, -0.286], [-0.513, 0.413, -0.853], [-2.014, 0.217, 1.074], [-0.633, 0.455, 0.340], [-1.082, -1.043, 0.920], [0.029, -0.900, 0.444], [0.850, 0.638, -0.535], [0.073, -0.111, -0.738], [-1.900, 0.030, -1.184], [1.745, 0.057, 0.174], [0.758, 0.086, -2.066], [0.460, 0.325, 0.310], [0.607, -0.174, -0.160], [0.730, 0.110, 0.246], [-0.210, 0.119, 0.196], [1.131, -0.016, -0.782]],
  "homo_lumo_gap_ev": 11.02,
  "charge": 1,
  "molar_mass_g_mol": 145.2
}

The records above give, respectively, HOMO values of -8.4, -7.0, -7.8, -8.3, -9.0, -8.0, -12.7, -13.3, -13.6, -13.7 eV.
The records above give, respectively, energy values of -291.08409, -291.04053, -291.13974, -291.13759, -291.12154, -291.00499, -345.55279, -345.63171, -420.86721, -496.05145 a.u..